{"formula": "C17H12ClF3N4O3", "method": "the ωB97M-V functional and the def2-TZVPD basis", "e_homo_ev": -9.33, "homo_lumo_gap_ha": 0.3439, "smiles": "O=C(N[C@@]1(C(F)(F)F)NC(=O)N(Cc2cccnc2)C1=O)c1ccccc1Cl", "symbols": ["O", "C", "N", "C", "C", "F", "F", "F", "N", "C", "O", "N", "C", "C", "C", "C", "C", "N", "C", "C", "O", "C", "C", "C", "C", "C", "C", "Cl", "H", "H", "H", "H", "H", "H", "H", "H", "H", "H", "H", "H"], "coordinates": [[0.299, 0.312, -0.679], [0.962, -0.650, -1.003], [0.699, -1.886, -0.491], [-0.361, -2.045, 0.464], [-0.800, -3.521, 0.448], [-1.848, -3.733, 1.245], [0.194, -4.311, 0.894], [-1.113, -3.954, -0.769], [-0.044, -1.632, 1.798], [-0.883, -0.661, 2.281], [-0.844, -0.140, 3.354], [-1.823, -0.421, 1.273], [-2.901, 0.540, 1.415], [-2.395, 1.903, 1.801], [-1.313, 2.483, 1.148], [-0.896, 3.744, 1.539], [-1.582, 4.379, 2.563], [-2.615, 3.838, 3.185], [-3.003, 2.632, 2.817], [-1.590, -1.130, 0.142], [-2.227, -1.150, -0.872], [2.049, -0.571, -2.014], [1.844, 0.331, -3.059], [2.782, 0.493, -4.059], [3.958, -0.238, -4.022], [4.194, -1.119, -2.981], [3.245, -1.288, -1.985], [3.636, -2.372, -0.686], [1.295, -2.672, -0.710], [0.752, -1.961, 2.319], [-3.406, 0.573, 0.445], [-3.599, 0.173, 2.174], [-0.805, 1.953, 0.356], [-0.056, 4.221, 1.059], [-1.297, 5.366, 2.904], [-3.847, 2.227, 3.362], [0.924, 0.895, -3.062], [2.598, 1.189, -4.863], [4.700, -0.119, -4.796], [5.115, -1.678, -2.936]], "forces_ev_per_angstrom": [[0.1, 0.3, 0.0], [0.1, -0.5, 0.2], [-0.3, -0.1, 0.0], [0.1, 0.0, -0.1], [-0.2, -0.3, -0.1], [-0.1, 0.2, 0.1], [0.4, 0.1, 0.1], [0.0, 0.2, -0.2], [0.1, -0.2, -0.1], [0.1, -0.4, -0.3], [-0.1, 0.3, 0.4], [-0.3, 0.3, 0.2], [-0.1, 0.1, 0.1], [0.1, 0.2, 0.0], [-0.2, 0.1, 0.1], [-0.1, -0.1, 0.0], [0.2, 0.1, -0.1], [-0.2, 0.3, 0.4], [0.0, -0.4, -0.3], [0.1, -0.5, 0.0], [-0.1, 0.0, -0.1], [0.3, 0.2, -0.2], [0.0, -0.1, 0.1], [0.0, 0.0, 0.0], [0.0, 0.0, 0.1], [0.0, -0.1, 0.0], [-0.1, 0.2, -0.2], [0.3, -0.1, 0.1], [-0.2, 0.1, 0.0], [-0.1, 0.1, 0.0], [0.0, -0.1, 0.2], [0.0, 0.1, -0.1], [0.1, 0.0, -0.1], [0.1, 0.1, 0.0], [0.1, 0.1, 0.0], [-0.1, -0.2, 0.0], [-0.1, 0.1, 0.0], [0.0, 0.1, -0.1], [0.1, 0.0, -0.1], [0.1, 0.0, 0.0]], "lowdin_charge": [0.10, -0.40, 0.16, -0.25, -0.56, 0.18, 0.15, 0.18, 0.20, -0.47, 0.15, 0.07, -0.05, -0.19, -0.01, -0.05, -0.15, 0.06, -0.11, -0.37, 0.15, -0.14, 0.00, -0.06, -0.07, -0.10, -0.57, 0.74, 0.09, 0.17, 0.14, 0.14, 0.10, 0.10, 0.10, 0.11, 0.13, 0.11, 0.11, 0.11]}

{"formula": "C17H12ClN5O4S", "method": "the ωB97M-V functional and the def2-TZVPD basis", "e_homo_ev": -8.17, "homo_lumo_gap_ha": 0.2625, "smiles": "Cc1ccc([N+](=O)[O-])cc1S(=O)(=O)n1ccc(-c2cnn3ccc(Cl)nc23)c1", "symbols": ["C", "C", "C", "C", "C", "N", "O", "O", "C", "C", "S", "O", "O", "N", "C", "C", "C", "C", "C", "N", "N", "C", "C", "C", "Cl", "N", "C", "C", "H", "H", "H", "H", "H", "H", "H", "H", "H", "H", "H", "H"], "coordinates": [[-0.691, -1.204, -2.102], [-0.917, -2.491, -1.399], [-2.085, -3.166, -1.544], [-2.308, -4.363, -0.930], [-1.253, -4.897, -0.080], [-1.530, -6.175, 0.591], [-2.601, -6.755, 0.450], [-0.732, -6.637, 1.388], [0.005, -4.276, 0.065], [0.173, -3.079, -0.651], [1.872, -2.311, -0.490], [2.654, -3.266, 0.330], [2.479, -2.106, -1.793], [1.636, -0.777, 0.314], [1.062, -0.589, 1.556], [0.727, 0.780, 1.641], [1.184, 1.460, 0.429], [1.065, 2.886, 0.108], [1.601, 3.638, -1.085], [1.283, 4.902, -1.206], [0.425, 5.060, -0.144], [-0.067, 6.288, 0.341], [-0.732, 6.240, 1.583], [-0.808, 5.104, 2.364], [-1.256, 5.220, 4.056], [-0.307, 3.941, 1.964], [0.322, 3.926, 0.710], [1.781, 0.442, -0.272], [-0.853, -1.435, -3.221], [0.341, -0.938, -2.093], [-1.382, -0.421, -1.749], [-2.842, -2.770, -2.154], [-3.113, -5.095, -1.085], [0.877, -4.829, 0.604], [0.715, -1.360, 2.329], [0.140, 1.294, 2.420], [2.204, 3.028, -1.747], [-0.038, 7.154, -0.285], [-1.178, 6.978, 2.081], [2.147, 0.599, -1.294]], "forces_ev_per_angstrom": [[-0.9, -0.5, -2.2], [3.4, 0.2, 1.2], [-0.8, -0.8, 0.4], [2.1, -2.7, 2.0], [-0.8, 1.1, -1.4], [-0.6, -1.6, 1.6], [-0.1, 1.1, -1.2], [1.1, 1.0, -0.5], [0.5, -1.2, 0.0], [-0.6, 0.6, 0.5], [1.9, -2.8, 0.2], [-2.1, 2.5, -0.6], [-1.4, 1.0, 1.1], [0.6, -1.8, 0.1], [-2.3, 1.4, 1.9], [0.0, -0.7, -0.2], [0.1, -1.3, 1.7], [-0.2, 3.0, -2.0], [-0.2, -3.4, 1.9], [-1.1, -0.6, 1.0], [-0.3, 2.0, 2.0], [-1.1, -2.6, 1.7], [2.0, -1.1, -3.2], [2.2, -3.6, -0.4], [-0.2, 0.0, -0.9], [-0.1, 1.3, -0.9], [0.1, -1.0, 0.5], [-0.1, 2.0, -2.9], [-0.2, 0.7, 1.5], [0.5, 0.6, 0.3], [0.5, -0.2, -0.3], [-0.8, 0.6, -0.8], [0.0, 1.0, 0.0], [-1.8, 1.4, -0.9], [1.0, 0.9, -1.8], [0.6, -0.6, -0.3], [0.2, 0.9, -0.5], [0.3, 0.2, -0.2], [-1.4, 3.9, 0.9], [0.1, -0.8, 0.6]], "lowdin_charge": [-0.03, -0.24, -0.05, 0.05, -0.10, -0.35, 0.06, 0.08, 0.02, -0.15, 0.79, -0.31, -0.28, -0.18, -0.10, -0.01, -0.17, -0.07, -0.08, 0.09, -0.07, 0.07, -0.08, -0.71, 0.68, 0.12, -0.18, -0.11, 0.13, 0.03, 0.11, 0.12, 0.13, 0.16, 0.15, 0.10, 0.11, 0.12, 0.05, 0.13]}

{"formula": "C17H12EuN6OS5", "method": "the ωB97M-V functional and the def2-TZVPD basis", "charge": -1, "multiplicity": 7, "e_homo_ev": [-2.19, -4.87], "homo_lumo_gap_ha": [0.1495, 0.1553], "symbols": ["Eu", "C", "S", "C", "S", "N", "N", "C", "C", "C", "C", "C", "C", "N", "H", "H", "H", "H", "H", "H", "H", "H", "S", "C", "C", "N", "C", "S", "C", "N", "O", "N", "C", "C", "C", "C", "C", "S", "H", "H", "H", "H"], "coordinates": [[-0.284, -0.942, 0.480], [-5.909, -0.545, 1.838], [-5.326, 0.370, 0.455], [-3.646, -0.216, 0.173], [-2.889, -1.249, 1.300], [-3.202, 0.357, -0.907], [-1.883, 0.159, -1.125], [-1.364, 0.744, -2.112], [0.066, 0.590, -2.480], [0.606, 1.196, -3.638], [1.972, 1.066, -3.856], [2.755, 0.371, -2.973], [2.144, -0.236, -1.872], [0.822, -0.120, -1.655], [-5.422, -0.317, 2.782], [-5.852, -1.634, 1.718], [-6.950, -0.306, 1.901], [-2.049, 1.339, -2.723], [0.035, 1.849, -4.266], [2.471, 1.560, -4.691], [3.833, 0.396, -3.099], [2.713, -0.850, -1.172], [2.073, -2.484, 0.705], [1.966, -3.716, -0.531], [3.166, -4.487, -0.800], [4.140, -5.045, -1.018], [0.838, -3.982, -1.240], [-0.739, -3.191, -0.988], [0.789, -5.020, -2.245], [0.649, -5.854, -3.025], [0.246, 1.283, 0.835], [0.720, 1.881, 1.923], [1.031, 3.185, 1.757], [1.660, 3.892, 2.725], [1.790, 3.281, 4.001], [1.364, 1.972, 4.163], [0.800, 1.250, 3.111], [0.324, -0.402, 3.224], [0.733, 3.596, 0.835], [1.957, 4.929, 2.657], [2.344, 3.812, 4.714], [1.507, 1.518, 5.116]], "forces_ev_per_angstrom": [[-0.5, 2.1, -0.1], [0.2, -1.2, 0.7], [0.5, 0.2, -0.6], [-1.0, 1.1, -0.9], [0.2, -0.5, 0.4], [-0.5, -0.2, 0.8], [0.4, -2.5, 3.3], [2.7, 1.6, -3.9], [-3.8, 1.6, -0.7], [1.6, 0.0, 0.2], [-1.7, 1.3, -1.2], [1.0, -1.2, 2.0], [0.2, 0.5, -1.1], [1.4, -2.0, 2.0], [0.1, 0.2, 0.0], [0.1, 0.2, -0.2], [-0.7, 0.3, 0.2], [0.4, 0.1, -0.2], [-0.5, 0.0, -0.2], [-0.4, -0.1, 0.1], [-0.1, -0.4, 0.1], [-0.1, 0.4, -0.1], [0.5, -1.6, -0.8], [1.6, 1.3, 1.8], [-1.0, 0.9, 0.2], [0.7, -0.5, -0.1], [-3.6, 0.4, -0.7], [1.9, -1.9, -0.9], [0.0, 0.2, 0.3], [0.1, 0.0, 0.0], [0.2, -0.1, 0.6], [-0.7, 0.4, -0.8], [0.4, 0.0, 0.5], [-0.3, -0.1, 1.8], [-0.3, -1.2, -2.2], [0.5, 1.7, 0.3], [0.0, -1.2, -0.2], [0.2, 0.3, 0.1], [-0.1, 0.2, -1.1], [-0.1, 0.0, -0.5], [0.4, 0.5, 1.3], [-0.1, -0.5, 0.4]], "lowdin_charge": [1.24, -0.52, 0.79, -1.13, 0.42, -0.12, -0.21, -0.16, -0.31, -0.04, -0.13, -0.12, -0.16, -0.06, 0.02, 0.03, 0.01, 0.11, 0.09, 0.10, 0.09, 0.04, 0.59, -0.72, -0.27, 0.17, -0.69, 0.62, -0.29, 0.16, -0.31, -0.20, -0.03, -0.06, -0.06, -0.09, -0.69, 0.51, 0.13, 0.10, 0.08, 0.09]}

Respective electronic energy values: -50604.125; -56815.133; -102316.086 eV.
Respective energy relative to the best compared isomer or geometry (same formula, charge and spin) values: 0.0; 189.3; 0.0 kJ/mol.